Record 1
Below is C22H31N3O4 in the gas phase, with properties calculated with wB97M-V/def2-TZVPD.

For the largest force on an atom, the calculation gives 0.01218 Eh/bohr. The calculation puts the gap between HOMO and LUMO at 9.7 eV. For the HOMO energy, the calculation gives -9.136 eV. The structure (SMILES) is CCOC(=O)[C@@]1(CC(=O)N[C@@H](Cc2cccnc2)C2CCCC2)CCCNC1=O. The value obtained for the energy relative to the best compared isomer or geometry (same formula, charge and spin) is 61.7 kJ/mol.

Positions of all 60 atoms, in Å:
C -2.42689 -3.12081 0.67066
C -1.12486 -3.70799 0.19098
O -0.39317 -2.66593 -0.48392
C 0.84212 -2.99244 -0.85094
O 1.31518 -4.09333 -0.72113
C 1.63897 -1.79400 -1.38356
C 2.03736 -0.90356 -0.18717
C 1.04142 -0.69104 0.95614
O 1.13669 -1.35785 1.97855
N 0.15878 0.30999 0.79695
C -0.83121 0.64627 1.80370
C -0.13451 1.22889 3.04791
C 0.62384 2.49452 2.75812
C 1.92120 2.46367 2.26187
C 2.56377 3.65309 1.96406
C 1.88664 4.84341 2.17746
N 0.65328 4.90113 2.66645
C 0.05256 3.74851 2.94661
C -1.89912 1.62320 1.26312
C -1.57530 2.46890 -0.00381
C -2.64163 2.12457 -1.05199
C -3.84531 1.68101 -0.22269
C -3.19544 0.86735 0.89264
C 2.91445 -2.32224 -2.04011
C 2.62003 -3.05562 -3.33588
C 1.99298 -2.11251 -4.33818
N 0.95115 -1.31304 -3.70801
C 0.80298 -1.00106 -2.39833
O 0.03145 -0.11277 -2.06572
H -3.01599 -3.89128 1.16817
H -2.24385 -2.31570 1.38214
H -3.00860 -2.72488 -0.16215
H -0.52425 -4.08030 1.02017
H -1.28418 -4.53376 -0.50402
H 2.89210 -1.38106 0.29227
H 2.37257 0.06754 -0.56175
H 0.01431 0.61872 -0.15323
H -1.32456 -0.27651 2.12746
H -0.89400 1.41858 3.81108
H 0.54488 0.48140 3.45809
H 2.42472 1.51391 2.12455
H 3.57555 3.65912 1.58042
H 2.35768 5.79592 1.95822
H -0.95058 3.83134 3.35664
H -2.13947 2.31196 2.07297
H -1.63497 3.52787 0.25652
H -0.56869 2.33195 -0.39543
H -2.86149 2.96810 -1.70725
H -2.29731 1.29901 -1.67983
H -4.36940 2.54884 0.18830
H -4.56663 1.09994 -0.79893
H -2.94553 -0.12615 0.51192
H -3.84840 0.73025 1.75711
H 3.59194 -1.48153 -2.22776
H 3.41683 -2.98776 -1.34041
H 3.53572 -3.47111 -3.75832
H 1.95428 -3.89781 -3.13920
H 2.75685 -1.44194 -4.74789
H 1.55642 -2.66221 -5.17225
H 0.36669 -0.74279 -4.30140

Atoms 1-3, force components in eV/Å:
0.0 0.1 0.0
-0.1 -0.2 0.1
0.0 0.1 -0.1

---

Record 2
Below is a molecular structure, C29H31BCl3GeI2KN10O2 at a distorted geometry, with properties calculated with wB97M-V/def2-TZVPD.

For the largest force on an atom, the calculation gives 0.02310 Eh/bohr. The calculation puts the gap between HOMO and LUMO at 6.2 eV. For the HOMO energy, the calculation gives -6.639 eV. The value obtained for the energy relative to the best compared isomer or geometry (same formula, charge and spin) is 151.6 kJ/mol.

Positions of all 80 atoms, in Å:
K 0.18571 -0.54898 0.36870
I 4.15569 -5.31314 -5.01948
C 3.10119 -3.92050 -3.89826
C 1.75924 -3.70217 -4.14577
C 1.06340 -2.77679 -3.38689
I -0.98729 -2.59209 -3.69155
C 1.66105 -2.00219 -2.36423
O 1.00871 -1.15295 -1.66034
C 3.04517 -2.28042 -2.11820
C 3.82279 -1.51482 -1.05975
N 3.18432 -1.24569 0.22760
C 2.84666 -2.40402 1.02018
C 2.46367 -2.01428 2.43901
C 2.55000 -2.94784 3.47124
C 2.29171 -2.54187 4.76678
C 1.93327 -1.21884 4.99174
C 1.82616 -0.37962 3.89711
N 2.08675 -0.75634 2.64936
C 3.72323 -3.21574 -2.87328
H 1.24533 -4.25924 -4.91784
H 4.10908 -0.53674 -1.45866
H 4.75757 -2.05180 -0.86813
H 2.34003 -0.74467 -0.01390
H 3.72686 -3.05269 1.07707
H 2.04985 -3.04264 0.58907
H 2.84632 -3.96510 3.25111
H 2.38079 -3.24354 5.58605
H 1.73675 -0.84347 5.98615
H 1.51671 0.65235 4.02578
H 4.76978 -3.39685 -2.65488
C -3.53363 3.36420 1.56659
C -2.30347 3.74842 1.06937
N -1.96497 2.96520 0.03997
N -2.95497 2.05966 -0.13093
C -3.90767 2.29370 0.77106
B -3.22932 1.20385 -1.40928
N -3.43799 -0.25289 -1.06935
C -4.38397 -1.15893 -1.41939
C -3.96461 -2.39533 -1.00119
C -2.71470 -2.15458 -0.40931
N -2.40628 -0.87447 -0.44570
N -2.01714 1.35000 -2.38367
C -2.07507 0.88758 -3.62581
C -0.91188 1.20888 -4.30690
C -0.14799 1.87469 -3.38090
N -0.81209 1.97040 -2.21270
N -4.43188 1.82185 -2.11075
C -4.43638 2.94473 -2.87161
C -5.73655 3.35475 -3.02099
C -6.47460 2.41735 -2.27843
N -5.69128 1.51052 -1.72450
H -4.08057 3.80387 2.37853
H -1.62745 4.51562 1.40507
H -4.81261 1.70890 0.74348
H -5.28399 -0.84328 -1.91271
H -4.48130 -3.32929 -1.12478
H -2.02399 -2.86416 0.01758
H -2.95421 0.35277 -3.94407
H -0.64444 0.95665 -5.31496
H 0.84621 2.27389 -3.46808
H -3.52001 3.36560 -3.25072
H -6.09788 4.19665 -3.58250
H -7.53971 2.35546 -2.12824
Cl 1.97422 2.16953 -1.19944
Ge -0.07292 2.80692 -0.60942
Cl 0.42614 2.21269 1.47343
Cl 0.14343 4.93391 -0.91497
C -1.64116 -2.00844 4.34858
C -1.87064 -0.56669 4.84466
C -1.88728 0.26105 3.55678
O -1.20872 -0.52963 2.58810
C -1.64458 -1.86035 2.83006
H -2.40885 -2.69859 4.69340
H -0.67514 -2.37892 4.68943
H -1.05962 -0.25116 5.49998
H -2.80252 -0.45803 5.39830
H -1.36588 1.21493 3.62231
H -2.91252 0.44664 3.20877
H -0.96830 -2.54538 2.31489
H -2.64954 -1.98941 2.40827

Atoms 1-3, force components in eV/Å:
-0.7 0.0 0.9
0.1 -0.1 -0.1
-0.1 0.2 0.2

---

Record 3
Below is a molecular structure, C51H46BCoGeNO7PS at a distorted geometry, with properties calculated with wB97M-V/def2-TZVPD.

Its multiplicity is 5. For the largest force on an atom, the calculation gives 0.07243 Eh/bohr. As for the charge: -2. The calculation puts the gap between HOMO and LUMO (spin up / spin down) at 2.4 / 6.6 eV. For the HOMO energy (spin up / spin down), the calculation gives 1.607 / -2.638 eV.

Positions of all 110 atoms, in Å:
Co 0.72334 -0.68603 -0.40206
O -0.55617 -4.51744 -0.19767
C 0.37186 -3.70868 -0.35797
O 0.23480 -2.56079 -0.98010
C 1.70029 -4.10757 0.17215
C 1.72522 -5.43993 0.65624
C 2.94309 -6.03092 0.91219
C 4.10824 -5.29557 0.67810
C 4.09170 -3.96199 0.27404
C 2.85140 -3.33484 0.03364
P 2.79215 -1.58401 -0.51373
C 3.22025 -1.64917 -2.30804
C 3.64842 -2.81788 -2.93758
C 4.10163 -2.73589 -4.26631
C 3.83177 -1.64513 -5.00394
C 3.15840 -0.54468 -4.45738
C 2.87189 -0.52304 -3.08157
C 4.14686 -0.84350 0.40477
C 4.85064 0.25919 -0.11943
C 5.84781 0.88985 0.60718
C 6.07772 0.58098 1.93856
C 5.25831 -0.41482 2.50539
C 4.33961 -1.18927 1.74402
H 0.82902 -6.05984 0.69900
H 3.03864 -7.08893 1.22060
H 5.09089 -5.75536 0.75278
H 5.05952 -3.46603 0.20002
H 3.57440 -3.75337 -2.42326
H 4.60210 -3.60243 -4.70128
H 4.08533 -1.59959 -6.08561
H 2.90110 0.28369 -5.09270
H 2.37054 0.36194 -2.64525
H 4.69023 0.63870 -1.13723
H 6.44562 1.65181 0.11307
H 6.87948 1.12327 2.48933
H 5.39244 -0.57705 3.57173
H 3.79567 -1.97659 2.25278
O 0.87639 -2.27078 2.60883
C 1.04462 -1.06476 2.65032
N 1.10601 -0.17821 1.53083
S 1.36860 1.42933 2.13211
O 0.22591 2.27660 1.89285
O 2.67995 1.85053 1.61701
C 1.40907 1.01004 3.82309
C 1.38405 1.83567 4.99124
C 1.34371 1.24632 6.21852
C 1.20252 -0.12265 6.36130
C 1.14404 -0.94677 5.24252
C 1.27108 -0.34285 3.95618
H 1.53501 2.90239 4.82843
H 1.32861 1.78614 7.15024
H 1.01533 -0.53058 7.34404
H 0.96746 -2.01202 5.30544
C 1.14927 3.24772 -4.07848
C -0.25053 3.16949 -3.42406
C -1.31815 3.68137 -4.38269
O -0.51384 1.70644 -3.20743
B -0.86170 1.50515 -1.84850
O -0.93343 2.65585 -1.09446
C -0.34332 3.77230 -1.98405
C -1.35425 4.90833 -1.83439
C 1.00587 4.04298 -1.31982
H 1.17417 2.60588 -4.96976
H 1.88847 2.84396 -3.37464
H 1.43624 4.24452 -4.42478
H -1.31074 3.22753 -5.36232
H -1.29626 4.76502 -4.52248
H -2.29878 3.45308 -3.97115
H -2.35073 4.50511 -1.82130
H -1.29812 5.69659 -2.57351
H -1.19919 5.35778 -0.84254
H 1.64946 3.17355 -1.39824
H 0.83961 4.31967 -0.29695
H 1.56189 4.89070 -1.78435
C -1.12367 0.01335 -1.29045
Ge -2.75061 -0.09404 -0.12828
C -4.28809 0.72952 -1.09183
C -5.27850 -0.00288 -1.75612
C -6.24715 0.65979 -2.52930
C -6.17401 2.04385 -2.73238
C -5.15396 2.79858 -2.13084
C -4.25757 2.13451 -1.30100
C -2.81113 0.79146 1.62195
C -2.55479 2.16943 1.79302
C -2.96399 2.81405 2.96989
C -3.50096 2.08101 4.01749
C -3.62701 0.70098 3.92604
C -3.22667 0.05312 2.74268
C -3.65814 -1.82704 0.24347
C -5.05185 -1.94917 0.52035
C -5.57886 -3.15803 0.90265
C -4.76401 -4.21036 1.27312
C -3.41654 -4.10883 1.07310
C -2.86896 -2.95350 0.42359
H -1.23948 -0.77241 -2.00771
H -5.31991 -1.09135 -1.69448
H -7.10952 0.10793 -2.90692
H -6.89978 2.50213 -3.41231
H -5.04309 3.88476 -2.26341
H -3.48698 2.71819 -0.82665
H -1.94350 2.66763 1.03434
H -2.83925 3.90766 3.11885
H -3.78040 2.59704 4.93347
H -4.02071 0.11756 4.75038
H -3.22225 -1.03873 2.68324
H -5.70345 -1.02400 0.47076
H -6.67161 -3.28441 0.81820
H -5.18471 -5.06983 1.77127
H -2.73261 -4.90424 1.35161
H -1.87876 -2.96426 -0.01933

Atoms 1-3, force components in eV/Å:
-2.0 -0.3 -0.2
-0.5 0.3 -0.6
0.6 -0.5 0.6